Molecular formula: C6H12O
Method: DFT, ωB97M-V with the def2-TZVPD basis set

Geometry (Å):
1 O 2.01121 -0.07527 0.95046
2 C 1.11684 0.40641 1.91631
3 C -0.25941 0.86248 1.61021
4 C -0.16631 -0.25590 2.27238
5 H 1.49755 -0.46076 0.22635
6 H 1.71176 0.90355 2.68149
7 H -0.89915 1.60960 1.16442
8 H -0.68170 -1.07534 2.75340
9 H 0.38593 -2.47192 0.34540
10 H 0.25948 -2.25622 1.04316
11 C -0.10087 -0.99426 -1.73809
12 C -0.89833 0.00016 -1.35394
13 C -0.69212 1.43849 -1.72864
14 H -0.35088 -2.03107 -1.53657
15 H 0.81512 -0.80815 -2.29599
16 H -1.79985 -0.23496 -0.78638
17 H -1.37058 1.69393 -2.55101
18 H 0.33365 1.61916 -2.06382
19 H -0.91234 2.13005 -0.90914

Output
E_LUMO	1.159	eV
SMILES	OC1C=C1.[H][H].C=CC

Here are the Mulliken charges for atoms 1 to 5, given in e:
1 O -0.5278
2 C -0.0801
3 C -0.1581
4 C -0.6278
5 H 0.2374

Molecular formula: C6H12O
Method: DFT, ωB97M-V with the def2-TZVPD basis set

Geometry (Å):
1 C 1.36893 -0.83443 2.69802
2 C 0.90270 0.24324 1.75214
3 C 0.91220 0.07144 0.43627
4 C 0.54688 1.18643 -0.42453
5 C 0.01680 0.86536 -1.61490
6 C -0.70098 1.78784 -2.45701
7 H 1.68550 -1.72609 2.18853
8 H 0.69971 -1.07116 3.54466
9 H 2.35682 -0.49174 3.15660
10 H 0.40087 1.10878 2.12689
11 H 1.14229 -0.84665 -0.15830
12 H 0.71418 2.22224 -0.23759
13 H -0.12633 -0.22745 -1.76255
14 H -0.85752 2.82213 -1.80588
15 H -0.14981 1.93468 -3.37368
16 H -1.69209 1.54268 -2.69819
17 O -2.57783 -3.10439 -0.11387
18 H -2.45132 -2.18230 -0.22038
19 H -2.19099 -3.30063 -1.03624

Output
E_LUMO	0.685	eV
SMILES	C/C=C/C=C/C.O

Here are the Mulliken charges for atoms 1 to 5, given in e:
1 C -1.0735
2 C -0.0021
3 C -0.4658
4 C -0.2828
5 C -0.0197

Molecular formula: C6H12O
Method: DFT, ωB97M-V with the def2-TZVPD basis set

Geometry (Å):
1 C 2.58354 -0.66386 -0.32002
2 O 1.65902 -1.46566 0.43701
3 C 1.14400 -1.08717 1.56602
4 C -0.36637 1.27672 0.00213
5 C -1.83730 1.54227 -0.16700
6 C -1.37414 0.20762 0.33689
7 C -1.50534 -1.01744 -0.53829
8 H 2.90163 0.19570 0.27960
9 H 2.07542 -0.32850 -1.22682
10 H 3.43321 -1.29687 -0.58216
11 H 1.59428 -0.07756 1.79746
12 H 0.15667 1.78077 0.81139
13 H 0.22402 1.14552 -0.90332
14 H -2.23050 1.59385 -1.17981
15 H -2.31769 2.22190 0.53083
16 H -1.52341 0.02045 1.39888
17 H -2.55102 -1.33465 -0.61846
18 H -1.13962 -0.81552 -1.55305
19 H -0.92339 -1.84783 -0.12746

Output
E_LUMO	0.867	eV

Here are the Mulliken charges for atoms 1 to 5, given in e:
1 C -0.5913
2 O -0.1500
3 C -0.2151
4 C -0.6138
5 C -0.6147

Molecular formula: C6H12O
Method: DFT, ωB97M-V with the def2-TZVPD basis set

Geometry (Å):
1 C -0.38998 -1.79334 0.31249
2 C 0.10030 -0.95617 -0.78326
3 C -0.26432 -1.16075 -2.19958
4 C 0.60247 0.34209 -0.41269
5 C 1.03390 0.74986 0.83742
6 C 1.31659 2.24658 1.12479
7 H -1.18796 -1.09407 -0.10940
8 H -0.18063 -2.89261 0.31637
9 H -0.37697 -2.22625 -2.57628
10 H 0.49328 -0.63914 -2.80625
11 H -1.19413 -0.65959 -2.49468
12 H 0.81602 1.10408 -1.19738
13 H 0.95382 0.01309 1.64399
14 H 2.18193 2.36393 1.76761
15 H 1.50920 2.67922 0.12315
16 H 0.48007 2.67826 1.51004
17 O -2.27564 -0.18673 1.92924
18 H -1.79181 -1.04921 1.58718
19 H -1.82612 0.48074 1.42724

Output
E_LUMO	-0.639	eV
SMILES	C=C(C)/C=C/C.O

Here are the Mulliken charges for atoms 1 to 5, given in e:
1 C -1.3326
2 C 0.9923
3 C -1.2106
4 C -0.5085
5 C 0.1620

Molecular formula: C6H12O
Method: DFT, ωB97M-V with the def2-TZVPD basis set

Geometry (Å):
1 C 0.59460 -0.81101 -0.08641
2 C 0.71320 0.51356 -0.46148
3 C -2.01437 0.35486 1.28721
4 C 2.85209 0.11266 -0.48795
5 C -1.48403 0.05305 -0.07306
6 C -2.20967 -0.10362 -1.16817
7 O 0.79809 -1.31120 1.13026
8 H 0.90817 -0.59773 1.77451
9 H 0.50714 -1.58529 -0.83600
10 H 0.60021 0.75789 -1.50384
11 H 0.73348 1.31837 0.25819
12 H -1.76730 -0.44893 1.98914
13 H -3.10664 0.47319 1.29712
14 H -1.57638 1.27390 1.69083
15 H -3.29982 -0.02681 -1.16985
16 H -1.76117 -0.31159 -2.13690
17 H 3.14478 0.92592 -1.14835
18 H 3.15776 -0.85397 -0.88379
19 H 3.20986 0.26676 0.52855

Output
E_LUMO (spin up / spin down)	0.727 / 0.727	eV

Here are the Mulliken charges for atoms 1 to 5, given in e:
1 C -0.0271
2 C -0.5198
3 C -1.2620
4 C -1.1550
5 C 0.5242

Molecular formula: C6H12O
Method: DFT, ωB97M-V with the def2-TZVPD basis set

Geometry (Å):
1 C 0.60299 1.12587 2.46791
2 C 0.53711 0.46801 1.25260
3 C 1.78440 -0.23563 0.79271
4 C -0.62686 0.51053 0.30296
5 C -1.85882 0.48778 0.80925
6 C -0.45038 0.62707 -1.19089
7 H -0.28456 1.61536 2.92320
8 H 1.57684 1.13562 2.95135
9 H 2.27096 -0.68837 1.70873
10 H 1.47941 -0.97588 0.08845
11 H 2.58560 0.45053 0.40908
12 H -2.78557 0.12926 0.19184
13 H -1.92104 0.38120 1.90095
14 H 0.00770 1.66859 -1.29719
15 H 0.28139 -0.08725 -1.43760
16 H -1.38145 0.40243 -1.81041
17 O -0.50959 -1.94707 -3.49293
18 H -0.00522 -2.56206 -2.93098
19 H -1.30290 -2.50600 -3.63902

Output
E_LUMO	0.682	eV
SMILES	C=C(C)C(=C)C.O

Here are the Mulliken charges for atoms 1 to 5, given in e:
1 C -1.0357
2 C 0.8131
3 C -1.3516
4 C 0.5076
5 C -0.8946

Molecular formula: C6H12O
Method: DFT, ωB97M-V with the def2-TZVPD basis set

Geometry (Å):
1 C 0.91069 -0.54982 1.81827
2 C 0.28044 -0.51786 0.52821
3 C -0.47273 0.60782 -0.05702
4 C 0.08827 1.45808 -0.95957
5 C -1.99750 0.39121 0.02821
6 C -2.47546 -0.93452 -0.69659
7 H 0.97730 -1.31359 2.60227
8 H 1.79570 0.12326 2.00616
9 H -0.05067 -1.50386 0.19480
10 H 1.15937 1.16335 -1.48050
11 H -0.29836 2.34132 -1.23382
12 H -2.48407 1.31604 -0.46546
13 H -2.19173 0.28483 1.14339
14 H -2.00100 -1.18032 -1.69191
15 H -2.23837 -1.74757 -0.02360
16 H -3.62704 -0.99622 -0.52724
17 O 3.22280 -0.09026 -0.44099
18 H 2.56045 0.03225 0.18575
19 H 2.61370 -0.52686 -1.15102

Output
E_LUMO	0.283	eV
SMILES	C=CC(=C)CC.O

Here are the Mulliken charges for atoms 1 to 5, given in e:
1 C -0.5293
2 C -0.5672
3 C 0.8546
4 C -0.8829
5 C -0.4468

Molecular formula: C6H12O
Method: DFT, ωB97M-V with the def2-TZVPD basis set

Geometry (Å):
1 C -1.03723 -2.46174 1.13692
2 C -0.97090 -1.02978 0.64461
3 O 0.39387 -0.67864 0.48956
4 C 0.63714 0.67989 0.66069
5 C 1.84244 1.22933 -0.02236
6 C 0.46376 1.64197 -0.48469
7 C -0.04665 1.17657 -1.82784
8 H -0.53518 -2.54490 2.10613
9 H -0.53521 -3.13139 0.43270
10 H -2.07750 -2.78610 1.24616
11 H -1.45303 -0.35762 1.36956
12 H -1.50223 -0.91361 -0.31248
13 H 0.39764 1.04537 1.66294
14 H 2.37810 0.53084 -0.66048
15 H 2.46973 1.94090 0.50688
16 H 0.15144 2.64490 -0.19753
17 H -1.13978 1.24303 -1.88261
18 H 0.36836 1.79108 -2.63468
19 H 0.23876 0.13582 -2.01299

Output
E_LUMO	1.151	eV
SMILES	CCO[C@H]1C[C@H]1C

Here are the Mulliken charges for atoms 1 to 5, given in e:
1 C -1.2791
2 C -0.1442
3 O -0.3838
4 C -0.1338
5 C -0.7581

Molecular formula: C6H12O
Method: DFT, ωB97M-V with the def2-TZVPD basis set

Geometry (Å):
1 C 2.66329 0.65594 0.13390
2 O 1.60064 0.57128 1.05965
3 C 0.64487 -0.45081 0.87692
4 C -0.70542 -0.15612 0.01155
5 C -0.83461 1.31083 -0.21612
6 C -1.32319 -1.10854 -1.04315
7 C -1.88087 -1.02626 0.34820
8 H 2.28592 0.73113 -0.89446
9 H 3.33683 -0.21073 0.20992
10 H 3.23741 1.56395 0.36726
11 H 0.81560 -1.18197 0.12496
12 H 0.33504 -0.70300 1.89450
13 H -0.02511 1.66956 -0.86419
14 H -0.72263 1.80214 0.75004
15 H -1.78583 1.58942 -0.66686
16 H -0.84947 -2.04232 -1.35645
17 H -1.93237 -0.67091 -1.84546
18 H -1.68632 -1.88711 0.99095
19 H -2.84997 -0.56256 0.51133

Output
E_LUMO	1.033	eV
SMILES	COCC1(C)CC1

Here are the Mulliken charges for atoms 1 to 5, given in e:
1 C -0.6823
2 O -0.3369
3 C -0.7822
4 C 1.1378
5 C -1.5111

Molecular formula: C6H12O
Method: DFT, ωB97M-V with the def2-TZVPD basis set

Geometry (Å):
1 C 1.60571 0.97649 0.92901
2 C 1.63747 -0.43432 0.66448
3 C 0.50101 -0.65934 -0.67361
4 C -0.44219 -1.69021 -0.71157
5 C -0.33669 0.61125 -0.65963
6 C -1.53381 0.76944 0.25856
7 O -2.77231 0.41460 -0.32180
8 H 0.56396 1.30235 -0.03186
9 H 2.40387 1.61792 0.56146
10 H 1.13185 1.32964 1.84433
11 H 1.27317 -1.07365 1.46757
12 H 2.57480 -0.81565 0.25769
13 H 1.15875 -0.67289 -1.54681
14 H -0.37901 -2.53397 -1.39508
15 H -1.20297 -1.76283 0.06365
16 H -0.56662 0.99457 -1.65883
17 H -1.35438 0.22901 1.20374
18 H -1.62802 1.83088 0.51341
19 H -2.63459 -0.43327 -0.76472

Output
E_LUMO (spin up / spin down)	-0.005 / -0.111	eV

Here are the Mulliken charges for atoms 1 to 5, given in e:
1 C -0.7085
2 C -0.6492
3 C 0.3641
4 C -1.1341
5 C -0.2594